[1]
The following is a quantum chemistry calculation of a 6-piece molecular cluster, C34H45F20N2O12 overall, from the Open Molecules 2025 dataset.

Geometry as XYZ:
```
113
Properties=species:S:1:pos:R:3:forces:R:3
F 3.0344 0.5412 -10.2202 -0.138 -0.146 0.432
F 0.9104 7.2125 -5.2278 0.044 -0.375 -0.178
F -8.0453 4.0936 4.3414 0.196 0.333 -0.250
F 1.2631 1.2407 -0.4324 -1.226 0.357 -0.081
F 4.9538 -0.3382 -9.8128 -0.323 -0.137 0.484
F 1.4436 -5.5388 3.7774 0.381 0.222 -0.203
F 5.4372 -11.4829 8.3455 -0.288 0.337 -0.313
F 1.9743 -4.6013 5.6417 0.322 0.381 -0.386
F 0.1887 2.8476 -1.4445 -0.617 -0.840 0.449
F 4.4168 1.5287 -8.8803 -0.002 -0.450 0.287
F 6.2090 -9.5194 8.7797 -0.300 0.089 -0.288
F -1.1733 -0.0775 -2.3377 0.688 0.576 -0.341
F 1.0029 -0.3018 -2.3434 -1.078 0.778 0.245
F -0.5822 7.4811 -6.7632 0.223 -0.474 -0.045
F 0.9013 -3.4848 4.1443 0.478 0.069 -0.142
F 1.4720 7.9829 -7.1681 -0.014 -0.434 0.000
F 6.7889 -10.5328 6.9600 -0.367 0.204 -0.129
F -6.3928 3.2981 3.2104 0.092 0.448 -0.124
F -6.0482 4.1915 5.1444 0.072 0.339 -0.312
F 0.1225 1.3657 -3.4417 -0.504 -0.860 0.794
O 0.0735 4.8915 -7.3523 -0.202 0.455 0.245
O 3.3190 -3.0022 2.9572 -0.628 -0.093 0.108
O -4.2417 2.0079 1.4031 0.840 -0.101 -1.183
O -7.1340 6.6305 4.0677 0.156 -0.703 0.101
O 4.8495 -8.4196 6.7117 0.387 -0.393 0.182
O 2.2378 5.3907 -7.0176 -0.339 0.495 0.289
O 2.4830 0.3602 -7.4044 0.222 0.168 -0.491
O 4.1938 -4.7335 4.0896 -0.739 -0.019 0.041
O 3.5509 -10.2514 6.7935 0.367 -0.268 0.220
O 3.5554 -1.5762 -7.8013 0.201 0.208 -0.389
O -1.2054 -4.1233 0.3890 0.979 0.335 -0.794
O -5.9260 5.8487 2.3433 0.067 -0.600 0.163
N -1.2982 0.1982 0.6571 -0.401 0.731 -0.121
N -2.2007 2.1222 0.0621 -0.248 -0.111 0.102
C 5.4994 -4.4324 3.5544 0.835 0.208 -0.162
C 0.6796 7.0929 -6.5504 -0.260 1.435 0.222
C -0.1413 -3.4527 1.0708 -1.095 0.433 1.259
C -0.6876 -2.0764 1.7026 1.151 -0.682 -1.313
C -1.3865 -3.6330 -0.9366 -0.434 0.726 -0.535
C 3.2033 -3.9339 3.7035 1.299 0.024 -0.359
C -2.4587 4.5627 1.8434 -0.279 -0.255 -0.157
C 3.3292 -0.4339 -8.0716 -0.665 -0.359 0.903
C -5.3678 0.5528 -0.3487 0.066 -0.311 0.363
C 1.8797 -4.3876 4.3202 -1.232 -0.514 0.858
C -1.1271 1.3044 -0.1112 -0.185 0.143 0.771
C -2.4978 0.2903 1.3681 0.325 1.973 -1.560
C -0.3349 -0.9353 0.6855 0.728 -0.206 0.479
C 6.1145 -3.2320 4.2448 -0.318 0.217 0.190
C -7.8917 8.2235 2.3792 -0.108 -0.367 -0.164
C -2.5628 3.4188 -0.5398 1.447 1.707 -0.564
C 2.6076 4.0600 -7.4247 0.282 -0.637 -0.375
C 4.5712 -9.6822 7.0519 -0.707 0.699 -0.630
C 3.8231 -7.7247 5.9826 -0.506 0.390 -0.223
C -2.5066 4.6218 0.4377 0.135 -0.244 0.527
C 0.0697 1.5630 -1.0422 0.978 -0.817 -0.158
C -6.9857 7.9743 3.5681 -0.076 0.777 -0.298
C 5.7545 -10.3095 7.7912 1.060 -0.657 0.832
C 2.5279 3.8961 -8.9285 -0.400 0.418 -0.167
C -5.3350 1.0872 1.1303 -1.904 -0.077 -0.721
C 2.7324 -0.3561 -5.0862 0.421 -0.003 -0.173
C -6.5520 5.6729 3.3520 -0.020 1.340 -0.186
C 0.9325 5.6632 -7.0324 0.578 -1.089 -0.298
C -6.7630 4.3096 4.0123 -0.429 -1.234 0.766
C 1.8095 -0.2316 -6.2820 -0.240 -0.226 0.590
C -0.0059 0.6036 -2.3368 0.693 0.244 -0.410
C 3.9408 0.3231 -9.2506 0.797 0.551 -1.264
C -3.0586 1.5341 0.9587 0.283 -2.813 1.901
C 2.6898 -7.2987 6.8938 -0.018 -0.329 0.372
H -1.7718 -2.2412 1.8722 0.769 0.222 0.025
H -2.0989 -2.7619 -0.9408 0.478 -0.578 0.013
H 1.9533 -6.7185 6.3452 0.051 -0.074 0.000
H -3.4310 4.6288 2.4005 1.080 2.322 -0.272
H 1.9953 3.3210 -6.9034 -0.156 0.185 -0.045
H 0.6527 -0.5175 1.0045 -0.866 -0.298 -0.367
H -1.9843 3.6796 -1.4547 -0.269 -0.823 0.507
H 3.6373 3.9122 -7.0982 -0.073 0.308 0.125
H -4.8227 1.2266 -1.0586 -0.320 -0.593 0.665
H -5.9397 8.1776 3.3315 -0.030 -0.262 -0.041
H -2.5532 5.6356 -0.0386 -2.084 -1.067 0.112
H 1.3770 -1.1939 -6.5627 0.215 0.013 -0.133
H 0.1192 -4.1188 1.9261 0.002 0.501 -0.859
H -7.2655 8.6393 4.3846 -0.017 -0.329 0.151
H 3.0717 -6.6990 7.7227 0.012 0.107 -0.127
H -0.0991 -1.8918 2.6249 -0.832 -0.036 -0.381
H 2.1937 -0.7428 -4.2246 -0.010 0.002 -0.090
H -6.4133 0.4866 -0.7330 0.733 0.120 0.510
H 0.9809 0.4328 -6.0344 0.118 0.147 -0.294
H -0.2075 -1.2893 -0.3653 -0.338 0.119 0.937
H -1.8233 -4.3956 -1.6222 0.394 0.296 0.831
H 2.1864 -8.1609 7.3328 0.019 -0.007 -0.132
H 0.7373 -3.2507 0.4137 -0.505 -0.334 0.416
H -6.2670 1.6833 1.2690 0.973 -0.203 0.148
H -2.8895 -0.4765 2.0476 0.429 0.606 -0.508
H 3.5674 -1.0258 -5.2951 -0.122 -0.052 -0.017
H -3.6330 3.3325 -0.8635 0.806 0.146 0.535
H -7.8203 9.2608 2.0526 0.008 -0.008 0.089
H -5.3949 0.2621 1.8857 0.465 0.673 -0.616
H 5.5267 -2.3294 4.0734 0.067 -0.047 -0.117
H 1.5070 4.0240 -9.2912 0.010 -0.068 0.107
H 2.8708 2.9126 -9.2229 -0.043 0.101 0.024
H 6.1474 -3.3891 5.3246 0.129 -0.097 -0.058
H -0.4275 -3.2634 -1.3828 -0.578 -0.460 0.298
H 7.1258 -3.0555 3.8793 -0.020 -0.092 0.002
H 5.4433 -4.2951 2.4731 -0.246 0.069 0.093
H -1.5464 4.4409 2.4677 -0.749 -2.073 -0.598
H -7.6298 7.5814 1.5373 0.098 0.100 0.028
H 3.1617 0.6159 -4.8327 -0.144 0.020 0.052
H 6.1170 -5.3121 3.7347 -0.327 -0.107 0.115
H 3.4668 -8.3371 5.1516 0.045 -0.168 0.183
H 3.1377 4.6519 -9.4276 0.112 -0.094 0.074
H -4.9586 -0.4832 -0.3729 -0.065 0.831 -0.303
H 4.2942 -6.8414 5.5518 0.248 -0.154 0.151
H -8.9287 8.0011 2.6374 0.029 0.148 0.076
```
Forces are in eV/Å.

Results
LUMO = -3.59 eV
charge = +1
frontier orbital gap = 6.91 eV

=====

[2]
The following is a quantum chemistry calculation of a 2-piece molecular cluster, C3H11NOS2 overall, from the Open Molecules 2025 dataset.

Geometry as XYZ:
```
18
Properties=species:S:1:pos:R:3:forces:R:3
S -0.6982 1.2085 2.2820 1.031 0.225 -0.033
S 0.6385 -0.1539 1.4591 0.189 0.577 0.515
O -2.6894 0.0951 -1.1587 -1.178 -0.366 0.440
N 1.0844 -1.2727 -1.6834 0.621 -0.984 -1.193
C 0.6385 0.0334 -1.2286 -0.303 -0.303 0.389
C 0.4938 -1.6200 -2.9791 -1.384 1.213 -0.630
C 1.4213 0.6283 -0.0344 -0.980 -1.680 -0.056
H 0.2181 1.9344 3.0113 -0.622 -0.426 -0.354
H 0.9709 -2.4810 -3.4476 -0.024 0.077 0.167
H -0.6386 -1.7200 -3.0246 0.942 -0.518 0.693
H 2.4001 0.1061 -0.0422 -0.099 1.059 0.035
H 0.5432 -0.7462 -3.6513 0.773 -0.304 0.048
H 1.3811 1.7360 -0.0171 0.365 -0.836 0.183
H -0.4206 -0.0863 -0.9274 0.350 0.991 -0.586
H -3.6625 -0.0519 -1.1929 0.993 0.208 -0.099
H 0.9584 -2.1107 -1.1208 -0.136 0.828 0.740
H -2.4681 -0.1866 -0.2560 0.036 0.144 -0.307
H 0.8251 0.6781 -2.0922 -0.575 0.095 0.050
```
Forces are in eV/Å.

Results
LUMO = 0.49 eV
frontier orbital gap = 9.12 eV
relative energy (zero: lowest compared OMol25 entry of this formula, charge and spin) = 100.8 kJ/mol
structure (SMILES) = CNCCSS.O

=====

[3]
The following is a quantum chemistry calculation of one molecule with the formula CH4N2, from the Open Molecules 2025 dataset.

Geometry as XYZ:
```
7
Properties=species:S:1:pos:R:3:forces:R:3
N 0.6637 -0.5719 -0.1648 1.146 -3.218 0.886
N 0.4215 0.6181 0.5849 0.878 0.949 2.028
C -0.6180 0.0449 -0.2029 -0.658 0.062 -1.921
H 1.0521 1.4075 0.2615 -1.674 -1.294 -0.268
H -1.4989 -0.5398 0.2583 1.361 1.643 -0.574
H 0.6423 -1.4416 0.4908 0.138 2.164 -1.078
H -0.6627 0.4828 -1.2278 -1.191 -0.305 0.927
```
Forces are in eV/Å.

Results
LUMO = 1.29 eV
frontier orbital gap = 10.56 eV
relative energy (zero: lowest compared OMol25 entry of this formula, charge and spin) = 343.8 kJ/mol
structure (SMILES) = C1NN1

=====

[4]
The following is a quantum chemistry calculation of C19H39Br16GaN3O as an isolated structure, from the Open Molecules 2025 dataset.

Geometry as XYZ:
```
79
Properties=species:S:1:pos:R:3:forces:R:3
Br -2.2996 0.5123 0.7887 -1.004 0.608 0.188
Br 2.9402 4.6347 -0.7836 0.084 -0.019 -0.021
Br -0.7437 3.9041 6.7128 -0.015 -0.085 0.000
Br 4.6114 0.7611 -0.4618 -0.019 -0.027 -0.144
Br 0.4738 -3.4513 -2.4284 0.144 -0.145 -5.774
Br -1.1421 -0.7977 -4.4392 0.078 0.042 0.085
Br -5.1381 -4.1449 -3.8615 -0.046 0.043 0.076
Br -1.6063 3.7035 2.4228 0.078 0.025 0.030
Br 3.2990 -6.1715 4.6757 0.029 -0.018 -0.103
Br 3.6263 -3.3354 2.3457 1.066 0.785 1.535
Br -3.4633 2.3592 8.6778 -0.019 0.093 0.008
Br -4.0972 4.8136 -1.9598 -0.031 0.108 -0.217
Br 7.2249 3.3631 -0.5426 0.017 -0.079 0.040
Br -4.3632 -0.9448 -2.2024 0.082 0.063 -0.066
Br 3.2397 5.3512 2.8270 -0.033 0.086 -0.012
Br -0.6357 3.6748 -2.7565 -0.061 0.075 0.042
Ga -0.8696 -2.9717 0.4289 -0.607 -1.347 -0.956
O -0.6896 -1.3873 1.5241 1.952 1.710 -1.318
N 1.2029 -0.1855 0.4897 -0.512 0.555 -0.173
N -2.7175 -3.6009 0.2856 0.430 0.170 0.437
N 1.9180 -4.0470 -0.7811 1.169 -0.944 4.528
C 1.7756 -4.3624 0.4686 -0.094 -0.349 -0.405
C 0.5591 -1.7181 -4.7341 -0.048 -0.153 -0.420
C 2.0317 4.1390 1.8890 0.128 -0.052 0.114
C -3.3517 2.1473 0.7715 0.113 -0.469 -0.414
C 5.4761 1.6096 -1.9827 -0.112 -0.292 0.152
C -5.2367 -1.2833 -3.9067 -0.006 0.243 0.265
C -3.4390 2.9377 6.8165 -0.105 -0.223 0.061
C -2.1177 2.6370 6.1611 0.117 0.202 -0.147
C 4.6715 -3.7687 3.9340 0.120 0.427 -0.311
C -6.1478 -2.4806 -3.8304 0.033 -0.206 -0.264
C 6.9421 1.8412 -1.7258 0.082 0.265 -0.150
C 0.3813 -4.4395 1.1838 1.327 0.077 -0.775
C -2.3224 3.3135 -3.6530 0.234 0.003 -0.039
C 0.4557 -3.1815 -4.3954 -0.542 -0.321 0.230
C -2.4401 3.3382 0.6969 -0.227 0.296 0.149
C 2.7254 3.4446 0.7489 -0.279 -0.066 -0.081
C 0.2219 -0.6606 0.8952 -0.237 -2.205 2.135
C -3.2407 4.5116 -3.6853 -0.140 -0.158 0.037
C 4.8977 -5.2532 4.0476 -0.047 -0.086 0.280
H 7.4572 2.0998 -2.6500 -0.044 -0.005 0.009
H -4.0592 4.3344 -4.3813 0.030 -0.020 0.024
H 5.1767 -5.7150 3.1042 -0.041 0.095 0.003
H 5.6196 -3.2469 3.8069 0.019 -0.091 0.077
H -1.7419 1.6441 6.3914 -0.077 0.038 0.034
H 4.9273 2.5260 -2.1870 0.093 0.011 0.037
H -0.4622 -2.5272 -1.0726 -0.798 1.086 2.632
H 1.7148 3.4166 2.6385 0.013 -0.035 -0.082
H 5.6612 -5.4684 4.7937 -0.013 0.049 -0.018
H -6.7965 -2.5247 -4.7044 0.032 0.051 0.014
H -6.7559 -2.4964 -2.9300 0.089 0.065 -0.002
H 1.3229 -3.7255 -4.7724 0.011 0.147 -0.101
H -1.6364 3.2099 -0.0231 -0.028 -0.051 0.059
H 1.1756 4.7283 1.5746 0.054 -0.035 -0.011
H 4.1436 -3.3497 4.7868 0.035 -0.113 0.009
H 7.4341 0.9882 -1.2667 -0.106 0.009 0.004
H -3.9877 2.1375 1.6534 0.073 0.102 -0.006
H 0.4838 -4.3149 2.2802 0.196 -0.264 -0.526
H -2.0431 3.0266 -4.6657 -0.081 0.002 0.014
H 3.7150 3.0809 1.0068 -0.045 0.077 0.011
H -3.9776 2.0865 -0.1193 0.015 0.177 0.002
H 2.9194 -4.0620 -1.0145 -0.334 -0.012 -0.232
H -2.9934 4.2411 0.4552 0.073 -0.009 0.105
H 2.7375 -4.5931 1.0234 -2.052 -0.513 -0.954
H -5.8094 -0.3808 -4.1183 -0.053 -0.080 -0.030
H -2.1929 2.7510 5.0809 -0.057 -0.014 0.037
H 2.1226 2.6139 0.3813 0.003 -0.025 0.080
H 0.0301 -5.4777 0.9706 -0.074 0.709 0.220
H 1.3063 -1.1908 -4.1437 -0.116 -0.074 0.105
H -2.7607 2.4574 -3.1445 -0.052 0.046 -0.055
H -3.6860 3.9957 6.8118 0.090 -0.036 -0.018
H -3.2419 -2.8488 -0.1591 -0.012 -0.232 -0.032
H -2.7383 5.4381 -3.9496 0.076 -0.092 0.041
H 0.7768 -1.5814 -5.7939 -0.040 0.090 0.031
H -4.4495 -1.3919 -4.6494 -0.045 -0.097 0.033
H 5.3385 0.9160 -2.8113 0.076 0.028 0.006
H -2.6506 -4.3432 -0.4159 -0.167 0.216 0.135
H -4.2395 2.3786 6.3348 0.073 -0.008 -0.023
H -0.4528 -3.6438 -4.7829 0.090 0.173 -0.236
```
Forces are in eV/Å.

Results
LUMO = 1.80 eV
charge = -1
frontier orbital gap = 5.60 eV

=====

[5]
The following is a quantum chemistry calculation of one molecule with the formula C9H6O3S2, from the Open Molecules 2025 dataset.

Geometry as XYZ:
```
20
Properties=species:S:1:pos:R:3:forces:R:3
S -3.7291 -1.0530 1.2895 1.421 -0.984 0.121
S -1.8897 2.1625 0.4749 0.531 0.360 0.796
O -1.2160 -0.3426 -0.9759 -1.321 -0.104 0.008
O -1.8298 2.4117 -0.9550 -0.237 -0.146 -0.783
O -1.1946 -2.5739 -0.3292 -0.538 1.231 -0.189
C -0.5968 1.4048 1.0832 -1.379 0.805 1.777
C -1.7802 -1.5218 -0.4712 1.940 -0.911 -0.089
C 2.7280 0.2036 0.0213 0.816 2.296 0.997
C 2.4564 -0.5505 -1.0709 0.676 -0.297 -2.350
C 1.0980 -0.6516 -1.4460 0.784 -0.010 0.735
C 0.4609 0.7352 0.4205 -0.757 -0.048 -1.495
C 0.0783 -0.0438 -0.7246 3.015 -0.815 1.184
C -3.1520 -1.2556 -0.2322 -1.221 0.568 1.276
C 1.7892 0.9194 0.7472 -0.699 -1.509 -0.879
H -0.6003 1.4768 2.1824 -0.118 -0.145 -0.417
H 0.8700 -1.2512 -2.2756 -0.546 -0.668 -1.043
H 3.6457 0.6808 0.2927 1.460 -1.082 -0.384
H 2.1906 1.5772 1.4888 -0.493 0.369 0.489
H -2.6684 -1.4375 2.2617 -1.138 0.696 -1.434
H 3.3399 -0.8903 -1.7815 -2.196 0.393 1.680
```
Forces are in eV/Å.

Results
LUMO = -1.05 eV
frontier orbital gap = 7.84 eV
relative energy (zero: lowest compared OMol25 entry of this formula, charge and spin) = 207.7 kJ/mol